Here is a molecular structure, C22H53ClOP2Pt in a non-equilibrium geometry from OMol25. Energies are from ωB97M-V/def2-TZVPD.

Results
- <S²> = 6.02
- energy (eV) = -60061.675
- multiplicity = 5
- relative energy (zero: lowest compared OMol25 entry of this formula, charge and spin) (kJ/mol) = 46.7
- frontier orbital gap (spin up / spin down) (eV) = 3.995 / 4.627

```
80
C22H53ClOP2Pt | OMol25 | ωB97M-V/def2-TZVPD
Pt -0.02 -0.86 0.16
Cl -0.19 0.00 -2.11
P -0.39 -2.85 -0.83
C 0.65 -3.43 -2.26
C -0.11 -4.06 0.56
C -2.09 -3.00 -1.58
C 2.00 -2.71 -2.34
H 0.03 -3.12 -3.12
C 0.84 -4.95 -2.34
H 1.35 -5.35 -1.47
H 1.46 -5.16 -3.21
H -0.10 -5.50 -2.47
H 1.89 -1.62 -2.28
H 2.48 -2.97 -3.29
H 2.67 -3.04 -1.53
H -1.96 -2.44 -2.52
C -3.17 -2.31 -0.75
C -2.49 -4.44 -1.92
H -1.90 -4.87 -2.73
H -3.54 -4.43 -2.26
H -2.43 -5.11 -1.06
H -2.89 -1.29 -0.46
H -3.41 -2.88 0.15
H -4.08 -2.24 -1.37
C 1.30 -3.86 1.13
H -0.20 -5.08 0.15
C -1.19 -3.85 1.63
H 2.08 -4.11 0.41
H 1.43 -4.47 2.04
H 1.45 -2.81 1.44
H -1.29 -2.78 1.87
H -0.92 -4.36 2.56
H -2.17 -4.21 1.29
H 1.58 -1.07 0.13
H -1.52 -0.31 0.56
P 0.57 3.96 -1.01
C -0.81 4.01 -2.19
C 0.40 4.12 0.81
C 2.02 3.23 -1.86
C -1.97 3.05 -1.87
H -0.37 3.69 -3.16
C -1.28 5.48 -2.31
H -1.67 5.85 -1.35
H -2.09 5.55 -3.04
H -0.46 6.14 -2.63
H -1.64 2.00 -1.88
H -2.76 3.16 -2.62
H -2.42 3.27 -0.90
H 1.61 2.70 -2.74
C 2.81 2.21 -1.04
C 2.87 4.44 -2.32
H 2.40 4.97 -3.16
H 3.86 4.10 -2.67
H 3.03 5.15 -1.51
H 2.18 1.42 -0.63
H 3.36 2.71 -0.23
H 3.56 1.73 -1.69
C -0.92 3.56 1.37
H 0.38 5.22 0.91
C 1.64 3.61 1.57
H -1.73 3.75 0.66
H -1.16 4.08 2.31
H -0.84 2.48 1.57
H 1.65 2.51 1.64
H 1.65 4.00 2.61
H 2.57 3.96 1.11
C -1.50 -0.06 3.48
C 0.02 -0.02 3.41
C 0.53 1.19 4.24
C 0.55 -1.28 4.12
O 0.49 0.14 2.11
H -1.84 -0.05 4.53
H -1.88 -0.98 3.01
H -1.95 0.79 2.94
H 0.25 1.10 5.30
H 1.62 1.24 4.18
H 0.12 2.12 3.85
H 0.20 -2.19 3.61
H 1.65 -1.29 4.14
H 0.19 -1.31 5.16
```

Here is a molecular structure, C22H53N3O23S5 in a non-equilibrium geometry from OMol25. Energies are from ωB97M-V/def2-TZVPD.

Results
- energy (eV) = -129404.971
- relative energy (zero: lowest compared OMol25 entry of this formula, charge and spin) (kJ/mol) = 0.0
- frontier orbital gap (eV) = 9.240

```
106
C22H53N3O23S5 | OMol25 | ωB97M-V/def2-TZVPD
C 1.42 -2.22 -2.13
C 1.85 -0.81 -2.35
C 3.25 -0.67 -2.87
O 3.59 0.76 -3.06
C 4.84 1.07 -3.60
N 0.77 -0.24 -3.23
H 1.98 -2.63 -1.28
H 1.70 -2.77 -3.07
H 0.35 -2.27 -1.94
H 1.80 -0.28 -1.39
H 3.38 -1.14 -3.88
H 3.92 -1.08 -2.11
H 4.96 0.61 -4.58
H 5.68 0.80 -2.93
H 4.80 2.16 -3.68
H -0.08 -0.21 -2.64
H 1.02 0.72 -3.47
C -1.82 1.09 3.08
C -0.76 0.38 2.33
C -1.08 -1.09 2.30
O -0.01 -1.76 1.65
C -0.35 -3.15 1.58
N -0.59 0.96 0.95
H -2.75 1.22 2.46
H -1.47 2.04 3.52
H -2.20 0.53 3.94
H 0.20 0.59 2.76
H -2.10 -1.17 1.88
H -1.19 -1.43 3.32
H 0.46 -3.76 1.23
H -1.26 -3.18 1.00
H -0.60 -3.55 2.57
H -0.12 0.24 0.41
H -1.46 1.04 0.48
C -2.59 0.39 -1.59
C -3.11 -0.14 -2.95
C -3.19 0.98 -3.94
O -4.04 2.07 -3.67
C -3.99 3.07 -4.61
N -2.21 -1.11 -3.59
H -2.29 -0.49 -0.99
H -3.48 0.86 -1.15
H -1.81 1.16 -1.65
H -4.07 -0.63 -2.74
H -3.51 0.60 -4.93
H -2.16 1.36 -4.04
H -2.96 3.20 -5.00
H -4.35 4.00 -4.15
H -4.65 2.79 -5.44
H -1.27 -0.78 -3.68
H -2.17 -2.02 -3.11
C 2.35 -6.01 -1.01
C 3.26 -7.08 -1.61
O 3.67 -7.93 -0.52
S 3.77 -7.03 0.76
O 5.07 -6.47 0.72
O 3.31 -7.71 1.93
O 2.68 -5.96 0.40
H 1.28 -6.18 -1.07
H 2.59 -5.03 -1.45
H 4.14 -6.64 -2.06
H 2.69 -7.78 -2.23
C 4.07 1.91 2.14
C 2.57 1.49 2.19
O 2.59 0.05 2.18
S 3.96 -0.46 1.57
O 3.73 -1.21 0.40
O 4.72 -0.99 2.61
O 4.57 0.94 1.23
H 4.43 1.72 3.16
H 4.21 2.93 1.76
H 1.97 1.73 1.32
H 2.03 1.65 3.13
C 1.52 -1.66 4.79
C 3.02 -1.69 5.14
O 3.35 -0.33 5.62
S 2.00 0.45 5.96
O 2.10 1.80 5.53
O 1.57 0.07 7.23
O 1.12 -0.27 4.81
H 0.99 -2.12 5.59
H 1.43 -2.04 3.77
H 3.61 -1.92 4.23
H 3.23 -2.36 5.93
C -0.24 5.30 -0.35
C -1.08 4.12 0.21
O -1.52 3.46 -1.03
S -1.93 4.60 -2.01
O -3.35 4.87 -1.84
O -1.51 4.31 -3.32
O -1.08 5.83 -1.36
H 0.68 4.89 -0.82
H -0.01 6.13 0.34
H -1.93 4.31 0.88
H -0.41 3.40 0.66
C -5.96 2.97 -0.61
C -4.79 3.22 0.36
O -5.23 2.72 1.66
S -6.03 1.39 1.35
O -7.15 1.32 2.32
O -5.22 0.20 1.16
O -6.66 1.74 -0.05
H -5.44 2.70 -1.55
H -6.71 3.68 -0.73
H -4.44 4.23 0.46
H -3.89 2.64 0.08
```